Below is a 2-piece molecular cluster, C18H9F3N3O2S overall at a distorted geometry, with properties calculated with the ωB97M-V functional and the def2-TZVPD basis.

The geometry in XYZ format:
```
36
C18H9F3N3O2S the ωB97M-V functional and the def2-TZVPD basis
C 3.3610 -1.0467 -0.3767
C 3.5646 -1.6603 -1.6980
N 3.7265 -2.1884 -2.7280
C 1.8580 -0.9377 -0.0918
C 1.3502 0.1788 0.5820
C -0.0213 0.3315 0.7886
C -0.8923 -0.7110 0.4295
C -2.2953 -0.6783 0.7685
N -3.4279 -0.6986 1.0746
C -0.3900 -1.8305 -0.2461
C 0.9849 -1.9532 -0.4896
H 3.7685 -0.0288 -0.3613
H 2.0436 0.9562 0.9115
H -0.4164 1.2664 1.2031
H -1.0803 -2.6094 -0.5912
H 1.3709 -2.8366 -1.0039
F 6.8373 -1.9738 0.8677
C 5.8329 -1.0431 0.8715
F 6.0155 -0.2567 1.9756
F 5.9955 -0.2488 -0.2241
S 4.2318 -1.9626 0.8974
N 4.7152 3.0093 0.6463
C 4.3319 3.4469 -0.6152
O 4.6755 3.0044 -1.7119
C 3.3624 4.5862 -0.3987
C 3.0231 4.5591 0.9311
C 2.1429 5.4728 1.4953
C 1.7102 6.5530 0.7111
C 2.0818 6.6119 -0.6535
C 2.8834 5.6038 -1.2319
C 3.8092 3.4627 1.5945
O 3.6461 3.0647 2.7458
H 1.8342 5.3089 2.5246
H 1.0884 7.3354 1.1487
H 1.7406 7.4558 -1.2591
H 3.1564 5.5961 -2.2885
```

The calculation puts the energy relative to the best compared isomer or geometry (same formula, charge and spin) at 0.000 eV. The multiplicity is 1. The charge is -1. As for the HOMO-LUMO gap: 7.017 eV. The value obtained for the LUMO energy is 1.89 eV.

Mulliken atomic charge list, values in e, 2 entries:
1 C 1.239
2 C 0.150

---

Below is C49H36N5ORuS2Si as an isolated structure at a distorted geometry, with properties calculated with the ωB97M-V functional and the def2-TZVPD basis.

The geometry in XYZ format:
```
95
C49H36N5ORuS2Si the ωB97M-V functional and the def2-TZVPD basis
Ru -1.0307 -0.7313 -0.1339
S -3.7537 -5.8624 0.3259
C -4.5250 -7.2488 0.9066
C -4.7215 -7.2245 2.2817
C -4.2349 -6.0604 2.8558
C -3.6603 -5.1804 1.9211
C -3.0798 -3.9022 2.1690
C -2.5437 -3.1282 1.0902
N -2.0005 -1.9522 1.2508
C -1.9517 -1.4171 2.5257
C -2.4339 -2.1099 3.6583
C -2.3002 -1.4910 4.9603
C -1.7246 -0.2872 5.0914
C -1.2090 0.4192 3.9388
C -0.5457 1.6287 4.0180
C 0.0079 2.2052 2.8684
C -0.1718 1.5275 1.6207
N -0.8536 0.4194 1.5189
C -1.3506 -0.1697 2.6668
C 0.7157 3.4452 2.8779
C 1.5744 3.9454 1.8952
C 2.0968 5.1959 2.2180
C 1.6202 5.6576 3.4306
S 0.5670 4.5663 4.1884
C -2.9927 -3.3559 3.4613
H -4.8106 -8.0389 0.2176
H -5.2034 -8.0258 2.8303
H -4.2986 -5.8581 3.9189
H -2.5683 -3.5131 0.0796
H -2.6668 -2.0253 5.8306
H -1.6266 0.1726 6.0695
H -0.4306 2.1092 4.9853
H 0.2181 1.9379 0.6986
H 1.8261 3.4036 0.9900
H 2.7985 5.7499 1.6077
H 1.8439 6.6096 3.9049
H -3.3516 -3.9137 4.3210
C 0.9970 -2.7011 -2.5561
C 0.2569 -2.3757 -1.4497
N 0.8027 -2.0508 -0.2731
C 2.1261 -2.0351 -0.1589
C 2.9730 -2.3897 -1.2083
C 2.3812 -2.7073 -2.4205
C 4.4499 -2.3530 -1.0794
C 5.2143 -2.8302 -0.0995
C 4.8222 -3.6323 1.0891
C 5.7635 -3.9052 2.0645
C 5.3665 -4.6853 3.1425
N 4.1327 -5.1807 3.2451
C 3.3115 -4.8678 2.2424
N 3.5764 -4.1128 1.1754
H 0.5208 -2.9581 -3.4938
H -0.8462 -2.4010 -1.4874
H 2.5301 -1.7355 0.7971
H 3.0042 -2.9828 -3.2663
H 4.9610 -1.8876 -1.9186
H 6.2841 -2.6718 -0.1933
H 6.7762 -3.5247 1.9889
H 6.0546 -4.9267 3.9441
H 2.3081 -5.2790 2.3009
O -0.4048 0.6613 -1.4145
Si -0.4677 2.0594 -2.2063
C -1.8956 2.1499 -3.4712
C -2.3388 0.9584 -4.1796
C -3.3606 1.0234 -5.0637
C -3.9794 2.2901 -5.3222
C -3.5538 3.4859 -4.6583
C -2.5254 3.4244 -3.7765
C -0.7118 3.5143 -1.0628
C 0.1449 4.6235 -1.0248
C -0.0766 5.6702 -0.1252
C -1.1545 5.6224 0.7506
C -2.0197 4.5315 0.7290
C -1.7989 3.4910 -0.1674
C 0.9688 2.2693 -3.3398
C 1.9674 1.2842 -3.4000
C 3.0700 1.4624 -4.2207
C 3.1827 2.6122 -5.0070
C 2.1957 3.5923 -4.9709
C 1.0861 3.4193 -4.1536
H -1.8533 0.0082 -3.9859
H -3.7001 0.1354 -5.5842
H -4.7802 2.3487 -6.0524
H -4.0436 4.4307 -4.8643
H -2.1967 4.3272 -3.2722
H 0.9865 4.6883 -1.7107
H 0.5958 6.5214 -0.1146
H -1.3367 6.4463 1.4327
H -2.8679 4.4971 1.4087
H -2.4904 2.6497 -0.1802
H 1.8812 0.3889 -2.7883
H 3.8478 0.7062 -4.2575
H 4.0373 2.7360 -5.6615
H 2.2860 4.4837 -5.5830
H 0.3114 4.1839 -4.1466
```

The calculation puts the energy relative to the best compared isomer or geometry (same formula, charge and spin) at 0.571 eV. The multiplicity is 5. The charge is +3. As for the expectation value of S²: 6.039. As for the HOMO-LUMO gap (alpha / beta): 5.161 / 3.254 eV. The value obtained for the LUMO energy (alpha / beta) is -9.20 / -11.12 eV.

Mulliken atomic charge list, values in e, 2 entries:
1 Ru 0.145
2 S -0.129

---

Below is C50H45AsMnN2O7PSTe as an isolated structure, with properties calculated with the ωB97M-V functional and the def2-TZVPD basis.

The geometry in XYZ format:
```
109
C50H45AsMnN2O7PSTe the ωB97M-V functional and the def2-TZVPD basis
Mn -1.2454 0.4071 0.9470
O -3.5816 2.2661 -1.6175
As -3.9573 0.6174 -1.1262
O -5.5667 0.3673 -1.1348
O -3.1506 0.3296 0.3053
C -3.2184 -0.4561 -2.5872
C -4.1785 -0.9596 -3.4597
C -3.8145 -1.7576 -4.5353
C -2.4800 -2.0658 -4.7511
C -1.5099 -1.5669 -3.8939
C -1.8816 -0.7682 -2.8210
S -0.5914 -0.1987 -1.7339
O 0.6547 -0.3594 -2.4446
O -0.9140 1.1841 -1.3604
O -0.6880 -1.0391 -0.5230
H -2.6165 2.3493 -1.5585
H -5.2173 -0.7225 -3.2633
H -4.5774 -2.1390 -5.2031
H -2.1884 -2.6881 -5.5880
H -0.4617 -1.7801 -4.0502
C 3.3676 4.3794 -0.4579
C 1.9796 4.4067 -0.4311
C 1.2741 3.3589 0.1394
C 1.9510 2.2819 0.7096
C 3.3418 2.2516 0.6655
C 4.0465 3.2965 0.0818
P 0.9369 1.0420 1.5831
C 2.1188 -0.3326 1.8416
C 2.6908 -0.6884 3.0593
C 3.5110 -1.8063 3.1548
C 3.7723 -2.5780 2.0330
C 3.2069 -2.2306 0.8124
C 2.3827 -1.1206 0.7175
C 0.6612 1.8567 3.1864
C 1.6461 2.3332 4.0135
C 1.2995 2.9790 5.2177
C -0.0190 3.1612 5.5401
C -1.0574 2.7284 4.6810
C -2.4219 2.9714 4.9671
C -3.3711 2.5770 4.0654
C -3.0192 1.9140 2.8666
C -1.7148 1.6123 2.5296
C -0.7227 2.0545 3.4746
H 3.9193 5.1911 -0.9171
H 1.4441 5.2424 -0.8631
H 0.1898 3.3755 0.1563
H 3.8780 1.4160 1.0995
H 5.1289 3.2659 0.0507
H 2.4858 -0.1020 3.9461
H 3.9418 -2.0730 4.1122
H 4.4077 -3.4518 2.1099
H 3.3944 -2.8288 -0.0700
H 1.9282 -0.8776 -0.2375
H 2.6907 2.2325 3.7388
H 2.0789 3.3419 5.8767
H -0.2890 3.6684 6.4606
H -2.6908 3.4773 5.8879
H -4.4186 2.7703 4.2712
H -3.8143 1.6182 2.1918
Te 2.3783 1.8307 -3.2457
C 3.5661 0.0950 -3.1564
C 3.4891 -0.8646 -4.1602
C 4.2579 -2.0174 -4.0863
C 5.1178 -2.2154 -3.0144
C 5.1936 -1.2649 -2.0065
C 4.4106 -0.1193 -2.0713
C 3.8918 3.1233 -3.9673
C 3.4845 4.3536 -4.4805
C 4.4169 5.2918 -4.9005
C 5.7735 5.0096 -4.8284
C 6.1856 3.7804 -4.3335
C 5.2543 2.8454 -3.9014
H 2.8214 -0.7091 -4.9977
H 4.1857 -2.7622 -4.8691
H 5.7204 -3.1137 -2.9609
H 5.8486 -1.4199 -1.1581
H 4.4435 0.6061 -1.2661
H 2.4277 4.5847 -4.5590
H 4.0780 6.2435 -5.2914
H 6.5024 5.7386 -5.1590
H 7.2415 3.5440 -4.2784
H 5.5975 1.8941 -3.5158
C -4.0305 -3.3412 -0.9349
C -3.6418 -4.1878 0.2649
N -4.6022 -4.1056 1.3614
C -5.9391 -4.6412 1.1140
C -6.9798 -3.5391 0.9733
C -4.3202 -3.7110 2.6286
O -5.0772 -3.9324 3.5662
C -3.0525 -2.9456 2.8772
C -2.3266 -3.1805 4.0339
C -1.2122 -2.4012 4.2838
C -0.8800 -1.4015 3.3857
N -1.5860 -1.1491 2.2821
C -2.6572 -1.9119 2.0417
H -3.2237 -3.3299 -1.6696
H -4.2385 -2.3135 -0.6382
H -4.9290 -3.7232 -1.4236
H -2.6616 -3.8964 0.6329
H -3.5622 -5.2409 -0.0301
H -6.2028 -5.3023 1.9400
H -5.8822 -5.2428 0.2050
H -7.0783 -2.9994 1.9148
H -7.9530 -3.9651 0.7210
H -6.7015 -2.8213 0.2009
H -2.6501 -3.9513 4.7215
H -0.6066 -2.5460 5.1678
H -0.0261 -0.7656 3.5648
H -3.2167 -1.6423 1.1569
```

The calculation puts the energy relative to the best compared isomer or geometry (same formula, charge and spin) at 0.000 eV. The multiplicity is 2. The charge is -1. As for the expectation value of S²: 0.892. As for the HOMO-LUMO gap (alpha / beta): 7.163 / 6.720 eV. The value obtained for the LUMO energy (alpha / beta) is 2.17 / 2.17 eV.

Mulliken atomic charge list, values in e, 2 entries:
1 Mn 1.429
2 O -0.822

---

- The highest energy relative to the best compared isomer or geometry (same formula, charge and spin) belongs to which entry?
  C49H36N5ORuS2Si

---

- What is the formula in the third record?
  C50H45AsMnN2O7PSTe

---

- The highest energy relative to the best compared isomer or geometry (same formula, charge and spin) belongs to which entry?
  C49H36N5ORuS2Si